1.
This record from the OMol25 dataset describes a cluster of 19 separate species, H37O19 in total. The level of theory is ωB97M-V/def2-TZVPD.

Results
highest occupied orbital energy = -7.4 eV
molar mass = 341.3 g mol⁻¹
Kohn-Sham gap = 9.7 eV
ΔE to the lowest compared entry with this formula, charge and spin = 773.22 kJ/mol
maximum force = 0.2386 Eh/bohr

```
! RIJCOSX wB97M-V def2-TZVPD def2/J DEFGRID3
* xyz -1 1
O 1.73296 -0.79491 2.07581
H 0.87490 -1.17868 1.86529
H 1.94721 0.16023 1.87645
O 3.04037 1.88816 0.70316
H 4.71418 -0.36691 -1.10526
H 3.85282 2.20572 0.90323
O 1.10057 -3.25545 -1.59217
H -1.28511 -1.47516 0.44542
H 1.43384 -4.19110 -1.42830
O 3.06921 -1.42925 -3.93137
H 2.21587 -1.38879 -4.20881
H 3.18668 -0.95744 -3.13208
O -2.88977 3.11852 2.29361
H -2.70462 2.98263 1.26682
H -2.05751 2.99669 2.70498
O -0.76387 1.35966 -2.52817
H 0.00289 1.73753 -2.10522
H -1.51743 1.95126 -2.56538
O 0.31883 2.82070 3.36680
H 0.61138 3.70278 3.52509
H 1.02091 2.54306 2.64247
O -0.43481 -1.73257 -0.03881
H 3.50524 0.65048 -1.47430
O -4.20138 -1.81902 2.10780
H -3.87479 -1.52598 2.92790
H -3.96460 -1.38145 1.24253
O -4.36231 1.17578 0.79390
H -3.51013 0.64799 0.86188
H -4.69462 1.48135 1.67820
O -1.36642 -3.90142 -3.26593
H -2.06011 -3.20758 -3.18300
H -0.87750 -4.20097 -2.60153
O 4.56106 -0.60548 0.77543
H 1.09139 -2.70414 -0.96174
H 3.90053 -0.02374 1.07520
O -1.84364 0.74979 0.22992
H -2.44751 1.52160 0.18751
H -0.53362 -1.31133 -1.00782
O 4.23781 -0.00670 -1.91183
H -0.85962 1.01249 0.28250
H 4.28164 -1.40893 1.11338
O -2.30078 -3.00295 -1.15172
H -1.28434 -2.92238 -1.18153
H -2.37299 -3.84385 -0.71201
O 2.42265 -1.02077 -0.53192
H 1.46857 -1.05207 -0.35519
H 2.49666 -0.00731 -0.35358
O -1.62941 3.34837 -0.11611
H -0.57642 3.05148 -0.44976
H -1.67765 4.19763 -0.15704
O 0.93041 2.50589 -0.72371
H 1.40803 3.15672 -1.24421
H 2.25807 2.43148 0.03508
O -1.95930 -1.25907 2.33491
H -1.05355 -0.90735 2.40306
H -2.58085 -0.51523 2.30019
*
```

***

2.
This record from the OMol25 dataset describes a cluster of 19 separate species, H39O19 in total. The level of theory is ωB97M-V/def2-TZVPD.

Results
highest occupied orbital energy = -12.9 eV
molar mass = 343.3 g mol⁻¹
Kohn-Sham gap = 10.4 eV
ΔE to the lowest compared entry with this formula, charge and spin = 165.06 kJ/mol
maximum force = 0.0605 Eh/bohr

```
! RIJCOSX wB97M-V def2-TZVPD def2/J DEFGRID3
* xyz 1 1
O -0.53147 1.31203 -4.07784
H 1.03214 -0.68631 1.66604
H -0.47144 2.17180 -3.64078
O 3.22842 -0.05259 -3.06294
H 2.31745 -0.30081 -3.24117
H -3.22189 1.71843 -0.35934
O 4.69710 0.74192 0.02873
H 2.67668 0.45299 -0.64381
H -0.19855 -0.93395 2.39074
O 0.02494 -0.35838 -2.35239
H -0.81935 -0.65072 -1.92818
H -3.37680 1.85712 -3.34841
O -1.13755 -4.38349 1.33230
H -0.53229 -4.36648 2.07242
H -0.67224 -4.90048 0.66732
O -3.46091 -3.11210 0.30017
H -0.73468 2.29867 1.06484
H -2.86923 -3.01594 1.03945
O 2.59760 -1.53341 1.32916
H 1.81348 3.27599 0.47483
H 2.53140 -1.34937 0.36525
O 0.06872 -0.77516 1.47844
H 2.97532 -2.41910 1.27498
O 2.77279 1.32622 2.24005
H 3.16184 1.75075 3.00105
H 2.81523 0.38354 2.33925
O 0.75900 -2.55316 -0.88051
H 3.60717 0.23457 -3.89865
H 0.63986 -0.59159 -1.61316
O 1.46943 3.39548 -0.41841
H 3.92361 1.14600 0.49623
H 2.18573 3.82653 -0.90135
O -3.09037 1.15204 -3.95700
H -3.34548 0.35766 -3.49522
H 0.99902 -3.48170 -0.88535
O 1.75073 0.19132 -0.51560
H -0.18429 -2.46124 -0.95670
H -3.77164 -4.00662 0.36838
O -3.08191 2.41678 -1.00954
H -2.51498 3.07398 -0.60634
H -0.37746 0.48456 -3.43229
O -2.65555 0.28403 1.81881
H -2.02013 -0.35267 1.47407
H 4.78317 1.66724 -0.29146
O -2.40416 -1.49250 -1.83043
H -0.18006 2.76793 3.38042
H -2.61741 -1.88758 -0.98013
O 0.16688 1.98725 2.95101
H -1.56617 1.22888 -4.17256
H -0.00387 1.21270 3.49998
O -0.31809 1.87319 0.32144
H 0.14384 1.11385 0.67676
H -2.28357 0.64955 2.62390
O -0.60684 -0.16471 4.58324
H -1.47752 -0.58075 4.67917
H -0.72511 0.54020 5.23607
H 1.26849 0.99639 -0.25894
H -3.15902 -1.47876 -2.41602
*
```

***

3.
This record from the OMol25 dataset describes a cluster of 2 separate species, H3INOP in total. The level of theory is ωB97M-V/def2-TZVPD.

Results
highest occupied orbital energy = -9.7 eV
molar mass = 190.9 g mol⁻¹
Kohn-Sham gap = 9.3 eV
ΔE to the lowest compared entry with this formula, charge and spin = 151.00 kJ/mol
structure (SMILES) = [H]/N=P\I.O
maximum force = 0.0798 Eh/bohr

```
! RIJCOSX wB97M-V def2-TZVPD def2/J DEFGRID3
* xyz 0 1
N -0.27216 -2.60486 -0.92396
O -1.18721 1.18347 0.01133
P -0.78849 -2.03596 0.42809
I 0.99377 -2.19637 2.14899
H -1.26801 1.42770 -0.86092
H 0.66535 -2.89427 -0.85280
H -1.53170 1.85955 0.63536
*
```

***

4.
This record from the OMol25 dataset describes an isolated molecule of H3IO3Si. The level of theory is ωB97M-V/def2-TZVPD.

Results
highest occupied orbital energy = -10.2 eV
molar mass = 206.0 g mol⁻¹
Kohn-Sham gap = 10.4 eV
ΔE to the lowest compared entry with this formula, charge and spin = 177.15 kJ/mol
structure (SMILES) = O[Si](O)(O)I
maximum force = 0.1152 Eh/bohr

```
! RIJCOSX wB97M-V def2-TZVPD def2/J DEFGRID3
* xyz 0 1
O -1.29876 0.12329 1.03224
O 0.68086 1.48846 -0.26023
O 1.04541 -1.28913 0.45677
Si -0.24708 0.19053 -0.15106
I -0.80156 -0.29366 -2.39207
H -1.37636 -0.79955 1.31403
H 0.55156 2.15116 0.31801
H 1.44593 -1.57110 -0.31769
*
```

***

5.
This record from the OMol25 dataset describes the ion H3IOP with charge +1. The level of theory is ωB97M-V/def2-TZVPD.

Results
highest occupied orbital energy = -15.5 eV
molar mass = 176.9 g mol⁻¹
Kohn-Sham gap = 10.2 eV
maximum force = 0.0332 Eh/bohr

```
! RIJCOSX wB97M-V def2-TZVPD def2/J DEFGRID3
* xyz 1 1
O -0.82885 0.46826 0.83227
P 0.18299 -0.16202 -0.15401
I 2.37296 0.50779 0.41611
H -1.73994 0.49096 0.47171
H -0.07241 0.24804 -1.46334
H 0.08525 -1.55302 -0.10273
*
```

***

6.
This record from the OMol25 dataset describes an isolated molecule of H3IP2S2. The level of theory is ωB97M-V/def2-TZVPD.

Results
highest occupied orbital energy = -8.9 eV
molar mass = 256.0 g mol⁻¹
Kohn-Sham gap = 8.5 eV
ΔE to the lowest compared entry with this formula, charge and spin = 73.49 kJ/mol
structure (SMILES) = S=[P@H](S)PI
maximum force = 0.0489 Eh/bohr

```
! RIJCOSX wB97M-V def2-TZVPD def2/J DEFGRID3
* xyz 0 1
P 0.56156 0.53976 -1.62026
P -0.01031 -0.58483 0.25696
S 0.29593 -2.42407 -0.05077
S -1.95815 0.04999 0.81176
I 0.07741 2.89508 -1.13925
H 2.06062 0.48771 -1.08041
H 1.15113 -0.13423 0.98828
H -2.17817 -0.82942 1.83369
*
```

***

> Look up the maximum force of the fifth one.

0.0332 Eh/bohr